No. 1
DFT (ωB97M-V/def2-TZVPD) results for 9 unconnected molecules or ions with the total composition C24H54F15N4O19S5.

Properties
HOMO-LUMO gap	3.59	eV
spin multiplicity	1
energy relative to the best compared isomer or geometry (same formula, charge and spin)	1022.1	kJ/mol
E_LUMO	-1.16	eV
E_tot	-6083.9131	Ha
charge	-1
HOMO	-0.1747	hartree

Each line ends with the Löwdin charge.
Geometry (Å):
C (-10.214, 9.887, -15.135)  -0.03
C (-10.429, 9.202, -13.776)  -0.25
C (-9.072, 8.805, -13.088)  -0.14
O (-9.429, 8.414, -11.722)  -0.22
C (-8.262, 8.333, -10.875)  -0.06
N (-11.141, 10.183, -12.819)  0.23
H (-10.888, 11.136, -13.033)  0.17
H (-12.134, 10.001, -12.782)  0.17
H (-10.925, 10.073, -11.838)  0.16
H (-9.762, 9.237, -15.884)  0.10
H (-9.599, 10.787, -15.136)  0.09
H (-11.197, 10.226, -15.460)  0.09
H (-11.183, 8.415, -13.775)  0.15
H (-8.356, 9.627, -13.098)  0.13
H (-8.642, 7.921, -13.559)  0.14
H (-8.583, 8.518, -9.850)  0.10
H (-7.428, 8.923, -11.255)  0.09
H (-7.895, 7.315, -11.007)  0.09
C (-5.609, 10.663, -1.005)  0.01
N (-4.611, 11.733, -1.318)  -0.36
C (-4.772, 12.974, -0.405)  0.05
C (-3.280, 11.209, -0.936)  -0.03
C (-4.562, 12.217, -2.828)  -0.05
C (-5.889, 12.715, -3.327)  -0.20
O (-6.642, 11.531, -3.696)  -0.07
H (-6.647, 10.914, -1.221)  0.11
H (-5.478, 10.099, -0.081)  0.12
H (-5.410, 10.057, -1.889)  0.10
H (-3.945, 13.658, -0.595)  0.12
H (-4.699, 12.588, 0.612)  0.11
H (-5.755, 13.332, -0.709)  0.10
H (-3.163, 10.948, 0.115)  0.12
H (-2.647, 12.034, -1.263)  0.11
H (-3.004, 10.280, -1.435)  0.11
H (-4.185, 11.335, -3.345)  0.14
H (-3.836, 13.030, -2.797)  0.14
H (-5.662, 13.158, -4.297)  0.13
H (-6.455, 13.451, -2.755)  0.13
H (-7.501, 11.890, -3.927)  0.10
C (-2.231, 5.660, 4.829)  0.00
N (-2.894, 4.678, 5.785)  -0.30
C (-2.314, 3.238, 5.467)  0.04
C (-2.521, 5.009, 7.288)  0.02
C (-4.497, 4.621, 5.740)  -0.03
C (-5.164, 5.886, 6.402)  -0.22
O (-4.874, 7.021, 5.611)  -0.04
H (-2.677, 5.433, 3.861)  0.11
H (-1.159, 5.523, 4.692)  0.11
H (-2.412, 6.729, 4.947)  0.10
H (-2.874, 2.600, 6.151)  0.10
H (-1.225, 3.190, 5.435)  0.11
H (-2.852, 3.098, 4.530)  0.10
H (-3.087, 4.355, 7.952)  0.11
H (-2.578, 6.088, 7.429)  0.10
H (-1.443, 4.869, 7.374)  0.10
H (-4.797, 3.688, 6.216)  0.13
H (-4.664, 4.581, 4.663)  0.13
H (-4.678, 6.063, 7.361)  0.10
H (-6.185, 5.699, 6.735)  0.13
H (-4.658, 7.829, 6.083)  0.11
C (-0.387, 7.527, -8.852)  -0.01
N (0.962, 8.058, -8.537)  -0.36
C (1.289, 7.841, -7.086)  0.03
C (1.903, 7.322, -9.467)  0.01
C (1.023, 9.620, -8.882)  -0.03
C (-0.086, 10.513, -8.181)  -0.17
O (-1.308, 10.280, -8.856)  -0.08
H (-0.312, 6.454, -9.027)  0.11
H (-0.709, 7.923, -9.815)  0.10
H (-1.049, 7.901, -8.071)  0.11
H (2.308, 8.219, -7.010)  0.11
H (1.276, 6.825, -6.692)  0.13
H (0.745, 8.616, -6.546)  0.10
H (1.598, 7.463, -10.503)  0.11
H (1.860, 6.270, -9.187)  0.11
H (2.900, 7.739, -9.325)  0.11
H (0.962, 9.726, -9.965)  0.13
H (2.020, 9.886, -8.532)  0.13
H (0.068, 11.588, -8.275)  0.14
H (-0.116, 10.211, -7.134)  0.11
H (-1.589, 10.926, -9.509)  0.10
C (-11.870, 16.252, -6.498)  -0.59
F (-12.574, 17.206, -7.132)  0.09
F (-10.551, 16.213, -6.928)  0.07
F (-12.027, 16.442, -5.199)  0.12
S (-12.860, 14.582, -6.949)  0.49
O (-13.273, 14.700, -8.352)  -0.39
O (-11.865, 13.521, -6.725)  -0.41
O (-14.041, 14.500, -6.060)  -0.38
C (-4.947, 2.928, -4.079)  -0.50
F (-5.419, 1.720, -3.582)  0.05
F (-4.783, 2.957, -5.479)  0.04
F (-5.825, 3.856, -3.640)  0.09
S (-3.157, 3.174, -3.189)  0.51
O (-3.259, 2.397, -1.866)  -0.42
O (-2.166, 2.528, -4.035)  -0.38
O (-2.960, 4.614, -3.006)  -0.39
C (-2.480, 15.166, 8.883)  -0.63
F (-1.406, 15.814, 8.603)  0.17
F (-2.617, 14.805, 10.196)  0.08
F (-3.656, 15.907, 8.580)  0.04
S (-2.449, 13.602, 7.872)  0.44
O (-3.735, 12.935, 8.009)  -0.37
O (-2.145, 14.166, 6.545)  -0.37
O (-1.386, 12.798, 8.419)  -0.36
C (-2.773, 21.176, 0.228)  -0.63
F (-2.114, 20.348, 1.092)  0.07
F (-4.055, 20.903, 0.326)  0.12
F (-2.491, 22.481, 0.516)  0.09
S (-2.113, 20.616, -1.496)  0.45
O (-2.742, 21.435, -2.507)  -0.36
O (-0.669, 20.903, -1.427)  -0.38
O (-2.304, 19.165, -1.623)  -0.38
C (4.165, 15.320, -2.324)  -0.54
F (4.327, 16.691, -2.536)  0.05
F (5.042, 14.884, -1.360)  0.07
F (2.943, 15.055, -1.803)  0.09
S (4.435, 14.496, -4.076)  0.47
O (3.737, 15.364, -5.047)  -0.38
O (5.839, 14.411, -4.389)  -0.36
O (3.785, 13.177, -3.845)  -0.42

Force components x, y, z for each atom (eV/Å):
C -0.849 0.047 0.261
C 1.323 0.512 0.873
C -2.011 -1.016 1.271
O 0.632 1.499 -1.157
C -0.269 -1.224 -0.783
N 0.431 -0.099 -0.084
H -0.468 0.578 -0.251
H -0.613 0.539 -0.713
H 1.049 -0.669 0.651
H -0.288 -0.246 0.193
H 0.215 -0.047 0.607
H 0.003 -0.169 -0.500
H 0.689 -0.496 -0.488
H -0.055 0.162 0.013
H 0.031 0.158 -0.441
H 0.324 0.149 -0.196
H -0.274 0.711 0.365
H 0.039 -0.245 0.560
C -0.348 -0.423 -2.544
N 0.212 1.127 1.676
C -0.483 -1.313 -0.989
C 1.006 -0.017 -0.867
C -0.234 -0.222 2.490
C 0.265 -1.470 -1.931
O -0.195 0.855 0.893
H 0.140 0.706 0.587
H 0.353 0.590 -0.016
H -0.141 -1.057 0.444
H -0.290 0.088 -0.088
H -0.377 0.326 -0.027
H 0.230 0.546 0.703
H -0.428 0.680 0.104
H 0.754 -0.488 0.472
H -0.305 0.169 -0.568
H -0.210 0.282 -0.383
H 0.102 -0.159 -0.151
H 0.230 0.684 0.121
H 0.214 -0.235 0.389
H -0.438 -0.411 -0.254
C -0.821 -0.231 -1.151
N 0.906 0.065 2.798
C -2.976 1.822 -0.273
C 1.025 0.208 -2.059
C 1.143 1.446 -0.407
C 2.115 -0.189 0.659
O -0.581 -0.666 -1.029
H 0.040 -0.070 -0.116
H -0.056 -0.473 0.662
H -0.368 -0.333 0.882
H 0.844 -0.221 0.315
H -0.375 0.136 0.138
H 0.909 -0.582 -0.494
H 0.051 0.363 -0.075
H -0.802 -0.195 0.203
H -0.041 -0.620 0.031
H 0.144 0.122 0.058
H -0.491 -0.001 0.087
H 0.058 -0.371 0.205
H -0.435 0.063 -1.006
H -0.248 -0.110 0.533
C -0.377 0.391 -0.437
N -0.471 0.484 -1.219
C 1.390 1.722 -0.435
C 0.269 0.609 0.749
C 0.018 -0.150 1.223
C 0.364 -0.689 -1.777
O -0.877 -1.229 0.546
H -0.243 -0.044 0.851
H 0.015 0.276 0.170
H -0.252 -0.642 -0.214
H 0.276 -0.316 0.178
H -0.641 0.090 -0.451
H -0.434 -0.833 0.324
H -0.151 0.023 0.188
H 0.169 0.098 -0.089
H 0.014 -0.209 -0.018
H -0.042 -0.283 0.104
H -0.006 0.223 -0.089
H 1.097 -0.178 0.348
H -0.572 0.338 -0.028
H 0.559 0.422 0.289
C -1.918 -2.496 -1.624
F 1.138 0.420 0.082
F -1.919 0.613 1.080
F 1.220 0.400 0.172
S -0.860 -1.435 -0.007
O 0.832 0.558 0.580
O -0.257 0.946 0.070
O 1.874 0.794 -0.512
C 1.864 -0.617 1.411
F 0.374 1.512 -1.905
F -1.157 -0.273 2.659
F 0.509 -0.507 -1.205
S 1.093 -1.892 3.584
O -0.790 2.218 -3.265
O -0.954 0.436 -0.709
O -0.910 -0.740 -0.566
C -3.595 -2.250 -0.347
F 0.728 1.469 0.725
F 0.661 1.086 -0.627
F 2.304 -0.665 0.529
S -0.200 -0.282 -2.228
O -0.189 0.726 0.048
O -0.589 -0.468 1.187
O 0.810 0.116 0.677
C 2.201 -1.274 -1.532
F -0.521 1.130 0.144
F -0.857 0.611 0.491
F -0.655 -1.442 0.000
S 3.519 -0.547 -1.300
O -1.323 0.181 0.409
O -1.235 0.248 0.916
O -1.240 1.036 0.829
C 0.552 0.500 -0.623
F -0.331 -2.042 1.055
F -0.521 0.769 -1.227
F 0.821 0.656 -0.779
S -1.989 -1.051 -1.270
O 0.215 -0.742 1.709
O 0.558 0.130 1.000
O 0.628 1.506 -0.047

=====

No. 2
DFT (ωB97M-V/def2-TZVPD) results for 2 unconnected molecules or ions with the total composition C3H11N2.

Properties
HOMO-LUMO gap	10.08	eV
spin multiplicity	1
energy relative to the best compared isomer or geometry (same formula, charge and spin)	118.4	kJ/mol
E_LUMO	-4.51	eV
E_tot	-230.1373	Ha
charge	+1
HOMO	-0.5361	hartree

Each line ends with the Löwdin charge.
Geometry (Å):
C (1.897, -0.749, -1.506)  -0.11
N (1.453, -0.681, -0.082)  -0.07
H (1.058, -1.094, -2.105)  0.08
H (2.145, 0.247, -1.857)  0.08
H (2.695, -1.473, -1.640)  0.08
H (1.551, -1.622, 0.294)  0.10
H (0.045, 0.014, 0.357)  0.09
H (2.114, -0.085, 0.408)  0.09
C (-2.155, -0.238, 0.754)  0.01
C (-0.865, 1.771, 0.772)  0.14
N (-0.909, 0.542, 0.442)  -0.01
H (-2.706, -0.433, -0.163)  0.10
H (-2.772, 0.369, 1.402)  0.09
H (-1.827, -1.146, 1.249)  0.10
H (0.088, 2.286, 0.789)  0.12
H (-1.812, 2.291, 0.886)  0.12

Force components x, y, z for each atom (eV/Å):
C -0.935 -0.143 0.104
N 0.422 0.051 -0.085
H -0.053 -0.021 -0.078
H 0.306 -0.032 -0.021
H 0.303 0.278 -0.035
H -0.028 0.240 0.266
H -0.173 -0.195 -0.921
H 0.170 -0.347 0.182
C 0.570 0.493 -0.879
C -0.150 -0.244 -1.185
N -0.430 0.074 2.076
H 0.129 -0.284 -0.020
H -0.103 -0.055 0.206
H -0.179 -0.115 -0.043
H -0.058 0.102 -0.063
H 0.210 0.198 0.496

=====

No. 3
DFT (ωB97M-V/def2-TZVPD) results for 2 unconnected molecules or ions with the total composition C12H12FN.

Properties
HOMO-LUMO gap	9.02	eV
spin multiplicity	1
energy relative to the best compared isomer or geometry (same formula, charge and spin)	241.6	kJ/mol
E_LUMO	0.89	eV
E_tot	-618.9119	Ha
HOMO	-0.2989	hartree

Each line ends with the Löwdin charge.
Geometry (Å):
C (3.412, 0.609, 0.469)  0.11
C (2.410, 0.195, -0.024)  -0.12
C (1.308, -0.291, -0.772)  -0.22
C (0.029, 0.205, -0.483)  -0.06
C (-1.093, -0.036, -1.210)  -0.04
C (-0.989, -0.897, -2.347)  -0.26
C (-2.154, -1.295, -3.207)  -0.08
C (0.363, -1.337, -2.646)  -0.07
C (1.472, -1.092, -1.943)  -0.04
H (4.177, 1.091, 1.076)  0.04
H (-0.052, 0.719, 0.426)  0.06
H (-2.000, 0.168, -0.727)  0.09
H (-3.037, -0.613, -2.752)  0.12
H (-1.923, -1.016, -4.249)  0.07
H (-2.263, -2.461, -3.176)  0.11
H (0.404, -1.956, -3.589)  0.13
H (2.377, -1.648, -2.126)  0.12
C (-1.668, 0.738, 2.702)  0.00
C (-0.460, 0.185, 2.800)  -0.27
N (0.736, 0.840, 2.761)  0.07
C (0.962, 1.888, 3.407)  -0.19
F (2.180, 2.285, 3.111)  0.06
H (-2.629, 0.288, 2.747)  0.04
H (-1.689, 1.781, 2.360)  0.07
H (-0.256, -0.822, 3.338)  0.14
H (0.384, 2.471, 4.055)  0.13

Force components x, y, z for each atom (eV/Å):
C 1.339 1.051 1.415
C -0.175 -0.717 -0.543
C -0.637 0.201 -1.352
C 1.903 -0.361 0.210
C 0.458 -2.786 -2.074
C 2.359 1.065 1.166
C -0.901 0.145 1.148
C -3.770 -1.122 -2.932
C 0.478 0.606 2.578
H -0.499 -0.538 -0.659
H -0.135 0.890 0.887
H -1.484 0.663 0.048
H 1.459 -2.205 -1.509
H -0.454 -0.056 0.366
H -0.403 2.277 0.072
H 0.244 0.490 1.131
H 0.342 0.404 -0.243
C 0.659 1.194 -1.118
C -0.850 -2.259 3.483
N -0.499 0.624 0.011
C 1.228 -2.694 -2.892
F 1.344 2.148 1.018
H -0.311 -0.769 0.289
H -0.045 -0.267 0.058
H -0.898 1.179 -1.632
H -0.751 0.836 1.075

=====

Among the records above, which one has the lowest HOMO? C3H11N2

=====

Repeat the second record exactly.
DFT (ωB97M-V/def2-TZVPD) results for 2 unconnected molecules or ions with the total composition C3H11N2.

Properties
HOMO-LUMO gap	10.08	eV
spin multiplicity	1
energy relative to the best compared isomer or geometry (same formula, charge and spin)	118.4	kJ/mol
E_LUMO	-4.51	eV
E_tot	-230.1373	Ha
charge	+1
HOMO	-0.5361	hartree

Each line ends with the Löwdin charge.
Geometry (Å):
C (1.897, -0.749, -1.506)  -0.11
N (1.453, -0.681, -0.082)  -0.07
H (1.058, -1.094, -2.105)  0.08
H (2.145, 0.247, -1.857)  0.08
H (2.695, -1.473, -1.640)  0.08
H (1.551, -1.622, 0.294)  0.10
H (0.045, 0.014, 0.357)  0.09
H (2.114, -0.085, 0.408)  0.09
C (-2.155, -0.238, 0.754)  0.01
C (-0.865, 1.771, 0.772)  0.14
N (-0.909, 0.542, 0.442)  -0.01
H (-2.706, -0.433, -0.163)  0.10
H (-2.772, 0.369, 1.402)  0.09
H (-1.827, -1.146, 1.249)  0.10
H (0.088, 2.286, 0.789)  0.12
H (-1.812, 2.291, 0.886)  0.12

Force components x, y, z for each atom (eV/Å):
C -0.935 -0.143 0.104
N 0.422 0.051 -0.085
H -0.053 -0.021 -0.078
H 0.306 -0.032 -0.021
H 0.303 0.278 -0.035
H -0.028 0.240 0.266
H -0.173 -0.195 -0.921
H 0.170 -0.347 0.182
C 0.570 0.493 -0.879
C -0.150 -0.244 -1.185
N -0.430 0.074 2.076
H 0.129 -0.284 -0.020
H -0.103 -0.055 0.206
H -0.179 -0.115 -0.043
H -0.058 0.102 -0.063
H 0.210 0.198 0.496

=====

What is the formula in the third record? C12H12FN